Below is 9 unconnected molecules or ions with the total composition H18O9, with properties calculated with ωB97M-V/def2-TZVPD.

```
! RIJCOSX wB97M-V def2-TZVPD def2/J DEFGRID3
* xyz 0 1
O -1.4835 1.4909 1.4398
H -1.3670 0.5547 1.7007
H -2.1022 1.8501 2.0826
O -1.7026 2.4774 -1.3045
H -1.1764 3.1646 -1.7274
H -1.1089 2.0623 -0.6689
O 0.7061 -3.2131 -2.6536
H -0.2223 -3.1568 -2.3649
H 1.0460 -2.3062 -2.5772
O -1.1578 -1.0628 2.2882
H -1.0401 -1.2052 3.2354
H -1.4669 -1.9102 1.9550
O 2.2476 -0.7979 -2.6811
H 1.8925 -0.6848 -1.7721
H 2.2453 0.0884 -3.0551
O 1.3570 1.8305 3.7631
H 0.9032 1.6807 2.9228
H 0.7981 1.4082 4.4228
O -1.6621 -2.3906 -1.5394
H -2.1135 -2.4935 -0.6969
H -2.3544 -2.5091 -2.2037
O 0.9028 -0.4736 -0.2923
H 0.0762 -0.9390 -0.4997
H 0.6639 0.1451 0.4101
O 1.8812 2.4513 0.1015
H 1.4228 1.7161 -0.3186
H 2.8152 2.2224 0.0334
*
```

Kohn-Sham gap: 9.66 eV
largest force on an atom: 0.8 eV Å⁻¹
molar mass: 162.14 g/mol
relative energy (zero: lowest compared OMol25 entry of this formula, charge and spin): 2.471 eV
SMILES string: O.O.O.O.O.O.O.O.O
DFT total energy: -18719.6647 eV
lowest unoccupied orbital energy: -0.619 eV